DFT (the ωB97M-V functional and the def2-TZVPD basis) results for a structure of composition C60H55BF6N10O4S3Ti in a non-equilibrium geometry.

Summary:
E_HOMO: -7.85 eV
E_tot: -158809.7706 eV
HOMO-LUMO gap: 6.766 eV
lowest unoccupied orbital energy: -0.03976 Ha
relative energy (zero: lowest compared OMol25 entry of this formula, charge and spin): 0.893 eV

Geometry (Å):
Ti -1.008 -0.101 -0.353
S -4.302 -1.843 -0.603
S -4.194 0.232 1.213
S -0.630 2.130 0.339
F -5.701 -4.094 -0.531
F -3.580 -4.320 -0.181
F -4.871 -3.600 1.395
F -4.119 -1.794 2.987
F -5.437 -0.167 3.482
F -3.304 0.085 3.697
O -2.857 -1.781 -0.541
O -2.785 0.319 0.856
O -4.882 1.453 1.425
O -4.928 -1.937 -1.876
N 0.115 -0.088 -3.190
N -5.002 -0.830 0.376
N 1.638 0.505 2.114
N 2.244 -0.148 -0.058
N -0.360 -2.086 -1.095
N -2.512 0.495 -2.095
N -0.760 -2.283 -2.378
N 3.880 0.608 1.505
N -2.322 -0.390 -3.120
N 0.102 0.854 -2.206
C 1.483 -3.091 1.319
C -1.497 5.202 2.720
C -0.820 -3.587 -2.671
C -0.557 -1.398 4.289
C -3.571 3.299 -1.216
C 1.153 5.599 -2.805
C 4.393 0.032 2.705
C -4.257 -0.472 2.950
C 1.181 -0.547 -5.417
C 0.406 -5.342 2.524
C 0.868 1.872 -2.658
C 2.023 -3.576 2.499
C 5.081 0.339 5.008
C 4.905 -2.172 1.520
C -5.580 4.475 -0.614
C 4.317 0.274 -1.478
C -1.300 -1.742 2.049
C -4.327 2.226 -1.676
C 1.961 4.933 -0.654
C -1.333 -2.098 3.382
C 1.719 5.932 -1.585
C -3.358 -0.378 -3.975
C -1.109 -4.148 -4.021
C 0.363 -0.465 3.850
C -1.884 3.235 4.036
C -5.719 2.302 -1.626
C 4.858 -1.287 2.735
C 5.375 -1.775 3.933
C -0.149 -4.848 1.356
C 1.498 -4.711 3.099
C -3.705 1.083 -2.356
C -1.185 3.020 1.750
C 0.853 4.276 -3.094
C 3.102 -1.806 -1.519
C -0.464 -4.283 -1.536
C -0.418 -0.777 1.539
C 1.106 3.258 -2.172
C 5.488 -0.985 5.064
C 0.383 -3.716 0.739
C 0.909 0.283 -4.209
C 4.709 1.648 -1.006
C -1.862 4.617 3.926
C 5.136 -0.269 -2.471
C -4.197 4.411 -0.674
C 4.972 -1.542 -2.977
C 0.482 -0.235 2.467
C 3.950 -2.330 -2.473
C 1.214 0.269 4.856
C -0.168 -3.319 -0.569
C -1.160 4.412 1.636
C 4.534 0.835 3.838
C 3.245 -0.508 -1.006
C 1.402 1.525 -3.910
C -4.253 0.553 -3.529
C -3.477 -1.249 -5.177
C 2.539 0.293 1.102
C -4.651 -3.561 0.085
C -1.545 2.431 2.958
C -6.338 3.421 -1.098
C 1.664 3.612 -0.946
B -1.003 -1.125 -3.348
H -0.868 4.855 0.692
H -7.419 3.468 -1.059
H -2.497 3.264 -1.309
H -0.976 -1.540 -4.460
H -6.312 1.465 -1.974
H 2.086 2.116 -4.493
H 1.910 -2.224 0.839
H 1.977 6.958 -1.357
H 5.111 2.215 -1.846
H -5.186 0.832 -3.987
H 4.477 -3.152 1.730
H 1.086 1.353 4.767
H -3.520 -2.299 -4.887
H 2.388 5.185 0.309
H -6.066 5.345 -0.191
H 5.637 -1.913 -3.747
H 1.938 -5.101 4.008
H 5.949 -2.326 1.236
H -0.388 -3.780 -4.752
H 3.805 -3.344 -2.825
H -2.106 -3.879 -4.368
H 5.909 -1.388 5.976
H 2.278 0.033 4.756
H 3.880 2.205 -0.594
H -0.661 -1.589 5.351
H 4.003 1.613 1.530
H 2.092 0.885 2.929
H -1.473 6.281 2.627
H 2.028 -0.116 -5.949
H -1.559 1.352 3.041
H 5.733 -2.798 3.964
H 5.194 0.985 5.869
H 1.423 -1.569 -5.131
H -0.396 -5.349 -1.413
H 0.321 -0.567 -6.088
H -0.014 -6.228 2.985
H 2.867 -3.068 2.950
H 4.223 1.874 3.789
H -1.036 -5.232 -3.970
H -1.976 -2.264 1.384
H -4.400 -1.003 -5.696
H -2.122 5.237 4.774
H 5.490 1.563 -0.249
H 0.951 6.369 -3.539
H 4.396 -1.739 0.667
H 5.947 0.343 -2.850
H 0.912 -0.017 5.862
H -1.018 -5.330 0.926
H -3.600 5.236 -0.310
H -1.997 -2.882 3.720
H -2.161 2.773 4.975
H 1.849 2.842 -0.218
H 0.410 4.029 -4.050
H 2.312 -2.414 -1.116
H -2.640 -1.111 -5.861